Entry 1:
Formula: C24H47BCl3FeN5O5S
Source: OMol25
Level of theory: wB97M-V/def2-TZVPD

Last column: Löwdin charge in e.
Cartesian coordinates (Å):
Fe1 0.88679 0.86652 1.46718  0.4583
C1 1.92139 2.69806 3.68780  -0.1628
C2 1.63409 1.30788 4.24880  -0.1437
N1 0.61637 0.60164 3.45052  -0.1009
C3 -0.79240 0.95559 3.68450  -0.1530
C4 -1.15576 2.24209 2.95284  -0.1489
N2 -0.56905 2.27537 1.58663  -0.0933
C5 -0.06776 3.62894 1.21898  -0.1496
C6 1.44666 3.78667 1.49346  -0.1821
N3 1.98452 2.65120 2.22901  -0.0910
H1 2.85816 3.05846 4.12375  0.1284
H2 1.15544 3.41543 3.98538  0.1072
H3 1.34574 1.37002 5.30462  0.1239
H4 2.54634 0.71375 4.17829  0.1142
H5 0.72254 -0.39315 3.62290  0.0883
H6 -1.01878 1.05749 4.75301  0.1260
H7 -1.38593 0.12844 3.29692  0.1096
H8 -0.77972 3.10406 3.49965  0.1012
H9 -2.24215 2.35603 2.91378  0.1272
H10 -1.28098 2.03037 0.90779  0.1240
H11 -0.65295 4.38408 1.75158  0.1122
H12 -0.23305 3.77134 0.15098  0.0857
H13 1.64339 4.74308 1.99186  0.1183
H14 1.95262 3.80287 0.53022  0.0524
H15 2.91096 2.39018 1.91450  0.1253
O1 0.08191 0.10889 -0.42099  -0.0433
C7 -0.24487 -0.30717 0.71225  -0.2266
C8 -2.52130 -1.50519 -4.18974  -0.1055
C9 -3.17050 -0.34953 -3.43427  -0.2571
C10 -2.15936 0.62475 -2.84117  -0.2019
C11 -1.33366 1.37501 -3.88583  -0.1925
N4 -0.44121 2.36144 -3.30002  -0.0106
C12 0.79593 2.14010 -2.79587  -0.8318
S1 1.65810 3.43953 -2.13734  0.6271
N5 1.27530 0.89741 -2.89656  0.0232
C13 2.47627 0.38157 -2.24459  -0.2168
C14 3.56872 0.03690 -3.24806  -0.1964
C15 4.20995 1.25439 -3.91051  -0.2687
C16 5.11048 2.03766 -2.96208  -0.1179
H16 -3.26205 -2.24473 -4.49656  0.0689
H17 -1.78861 -2.00988 -3.55481  0.0758
H18 -2.00854 -1.16789 -5.09214  0.0655
H19 -3.76800 -0.75507 -2.61397  0.0873
H20 -3.86594 0.18372 -4.09139  0.1070
H21 -1.49483 0.09234 -2.15726  0.0843
H22 -2.67676 1.37447 -2.23359  0.1160
H23 -1.99663 1.90345 -4.57436  0.1273
H24 -0.75391 0.68721 -4.50832  0.1110
H25 -0.70779 3.33013 -3.30499  0.1052
H26 0.62273 0.18641 -3.18446  0.1215
H27 2.17948 -0.49982 -1.67803  0.0844
H28 2.81220 1.12330 -1.52289  0.0788
H29 3.14784 -0.62739 -4.01028  0.1078
H30 4.33749 -0.53972 -2.72320  0.1085
H31 3.42417 1.91213 -4.29399  0.0897
H32 4.79150 0.92423 -4.77547  0.1008
H33 4.54072 2.44275 -2.12528  0.0375
H34 5.58135 2.87847 -3.47333  0.0691
H35 5.90201 1.39944 -2.56179  0.0731
C17 -3.31596 -3.55933 2.84272  -0.0011
C18 -2.38473 -3.28500 1.68003  -0.4595
C19 -1.44933 -4.46411 1.45248  -0.0101
O2 -1.54435 -2.14046 2.00787  0.0972
B1 -1.30854 -1.48287 0.82914  -0.6254
O3 -2.10467 -1.90489 -0.19798  0.1444
C20 -3.08850 -2.80822 0.37383  -0.4602
C21 -3.38132 -3.90712 -0.62730  0.0024
C22 -4.33750 -1.97833 0.63878  -0.0019
H36 -2.73368 -3.87825 3.70718  0.0953
H37 -4.01356 -4.35983 2.58932  0.0985
H38 -3.88521 -2.67414 3.11967  0.0851
H39 -0.84554 -4.61319 2.34752  0.0886
H40 -0.77410 -4.27725 0.61660  0.0996
H41 -2.00790 -5.37943 1.25520  0.0952
H42 -2.46554 -4.38275 -0.97193  0.0905
H43 -3.89575 -3.48709 -1.49221  0.0891
H44 -4.02700 -4.66698 -0.18250  0.0981
H45 -4.14282 -1.19828 1.37666  0.0963
H46 -5.15955 -2.59902 0.99654  0.0957
H47 -4.64356 -1.50154 -0.29254  0.0869
Cl1 4.40533 -3.23810 2.74380  0.6092
C23 3.28958 -2.20038 1.86174  -1.4694
Cl2 3.43291 -2.54668 0.12226  0.6103
Cl3 1.63373 -2.57559 2.39960  0.6697
C24 3.59483 -0.66780 2.09654  -0.8006
O4 4.58063 -0.40218 2.75925  0.0110
O5 2.80343 0.14314 1.53366  -0.1128

Values from the calculation:
E_LUMO: 0.146 eV
HOMO-LUMO gap: 0.284 Eh
Total charge: 0


Entry 2:
Formula: C27H46NO12S
Source: OMol25
Level of theory: wB97M-V/def2-TZVPD

Last column: Löwdin charge in e.
Cartesian coordinates (Å):
O1 -0.78004 -3.26149 2.67642  0.0271
C1 0.22388 -2.54591 2.46840  -0.2291
O2 1.37520 -2.90398 1.71438  -0.0727
C2 1.07298 -3.87429 0.68504  -0.1656
C3 0.56295 -3.16113 -0.69276  -0.0888
C4 1.71905 -2.10362 -1.07420  -0.0336
C5 3.12350 -2.60567 -1.55984  0.0686
N1 4.21385 -1.69134 -1.89219  0.0610
C6 4.03436 -0.24877 -1.76781  0.0556
C7 2.68003 0.39192 -1.32572  0.0969
C8 1.50994 -0.56309 -0.97649  0.0547
C9 0.12182 0.12263 -0.51320  -0.2854
O3 -0.10841 1.25744 -1.03416  0.0642
O4 -0.75564 -0.45788 0.42932  -0.0558
C10 -2.13039 -0.01943 0.24036  -0.1377
C11 -2.84252 -0.63050 -1.08220  -0.1507
C12 -4.17702 -1.46359 -0.73676  -0.1911
S1 -3.96474 -3.31916 -0.94807  0.7323
O5 -5.30794 -3.88452 -1.36344  -0.3293
O6 -3.50815 -3.85756 0.39662  -0.3517
O7 -2.82177 -3.69224 -2.11285  -0.2122
H1 0.24118 -1.50891 2.98460  0.1728
H2 2.08484 -4.36273 0.39976  0.1319
H3 0.39616 -4.73406 1.01108  0.1444
H4 0.54525 -3.97479 -1.50537  0.1348
H5 -0.47068 -2.69046 -0.58810  0.0990
H6 3.37215 -3.72446 -1.69363  0.1497
H7 5.12288 -2.05869 -2.20256  0.1610
H8 4.89212 0.48911 -2.00944  0.1013
H9 2.49679 1.51687 -1.24458  0.1352
H10 -2.72501 -0.44154 1.13981  0.1468
H11 -2.27427 1.11352 0.27627  0.1401
H12 -2.06584 -1.27814 -1.62566  0.1041
H13 -3.13648 0.25058 -1.77172  0.1377
H14 -4.54369 -1.32213 0.34750  0.1268
H15 -5.03635 -1.12832 -1.41112  0.1162
H16 -2.01753 -4.04882 -1.64737  0.0791
C13 -1.77373 -2.67941 5.32504  -0.0312
C14 -2.42122 -1.86240 6.40953  -0.4899
O8 -3.13899 -0.91621 6.13893  0.0437
C15 -2.14813 -2.25698 7.83672  -0.0204
H17 -2.06078 -2.27793 4.35251  0.0688
H18 -0.68681 -2.62699 5.41886  0.0843
H19 -2.10959 -3.71659 5.38812  0.0966
H20 -1.07803 -2.18622 8.04371  0.0855
H21 -2.50148 -3.27480 8.01493  0.0879
H22 -2.68019 -1.57913 8.50802  0.0852
C16 7.26610 3.49812 -1.09365  -0.0128
C17 7.05354 2.58333 -2.26865  -0.4726
O9 5.97295 2.04849 -2.46926  0.0112
C18 8.22183 2.35206 -3.18735  -0.0131
H23 6.33981 3.57179 -0.51946  0.0853
H24 8.04820 3.09579 -0.44645  0.0932
H25 7.54062 4.49518 -1.44413  0.0951
H26 9.04635 1.89903 -2.63287  0.0929
H27 8.53871 3.29831 -3.63055  0.0954
H28 7.92359 1.67258 -3.98893  0.0860
C19 -0.12296 3.65725 4.75556  -0.0260
C20 -0.80211 2.31612 4.66949  -0.4964
O10 -0.73410 1.63576 3.65848  0.0360
C21 -1.56759 1.84761 5.87820  -0.0142
H29 0.38973 3.86488 3.81345  0.0780
H30 -0.86510 4.43904 4.92987  0.0890
H31 0.61458 3.64918 5.56095  0.0865
H32 -2.37394 2.54902 6.10289  0.0957
H33 -0.89322 1.75927 6.73313  0.0920
H34 -2.00335 0.86787 5.67230  0.0500
C22 -4.00236 -2.34887 -5.02955  -0.0138
C23 -2.81575 -1.62262 -5.60364  -0.4977
O11 -2.00596 -1.06431 -4.88245  0.0433
C24 -2.66728 -1.61203 -7.10152  -0.0225
H35 -3.97884 -2.27255 -3.93990  0.0523
H36 -4.92723 -1.89572 -5.39277  0.0944
H37 -3.96231 -3.40411 -5.30764  0.0967
H38 -3.53256 -1.12627 -7.55734  0.0897
H39 -2.56845 -2.63447 -7.47238  0.0883
H40 -1.76889 -1.05290 -7.37233  0.0833
C25 -0.38405 6.44535 -2.48720  -0.0268
C26 -1.17109 5.48925 -1.63031  -0.5010
O12 -2.32498 5.72029 -1.32146  0.0673
C27 -0.47488 4.23573 -1.17007  -0.0406
H41 -1.01129 7.30184 -2.74362  0.0852
H42 0.48992 6.80322 -1.93856  0.0841
H43 -0.07484 5.94938 -3.40992  0.0847
H44 0.39516 4.49542 -0.56255  0.0868
H45 -0.17008 3.64161 -2.03392  0.0762
H46 -1.16141 3.64285 -0.56255  0.0711

Values from the calculation:
E_LUMO: -4.927 eV
HOMO-LUMO gap: 0.225 Eh
Total charge: +1
Energy above the lowest of the compared OMol25 structures with the same formula, charge and spin: 190.4 kcal/mol


Entry 3:
Formula: C3H7N3O
Source: OMol25
Level of theory: wB97M-V/def2-TZVPD

Last column: natural (NBO) charge in e.
Cartesian coordinates (Å):
C1 -0.01274 -1.23253 -0.44476  0.1268
C2 -0.50826 1.33610 0.09602  -0.0614
C3 0.51066 2.04802 -0.41220  -0.4649
H1 0.92652 -0.00974 1.08919  0.3502
H2 2.50517 -0.62292 0.96365  0.3640
H3 -0.66739 -1.96565 -1.06353  0.2142
H4 -2.30081 -1.04117 0.78610  0.4670
H5 -1.23977 1.73050 0.95909  0.2134
H6 0.54014 3.21650 -0.32073  0.2430
H7 1.22702 1.40208 -1.00931  0.2439
N1 1.74141 -0.23943 0.50201  -0.6422
N2 1.27641 -1.29993 -0.26365  -0.2762
N3 -0.75318 -0.14576 0.12380  -0.2274
O1 -2.09767 -0.47791 0.07824  -0.5504

Values from the calculation:
E_LUMO: 0.794 eV
HOMO-LUMO gap: 0.342 Eh
Total charge: 0
Energy above the lowest of the compared OMol25 structures with the same formula, charge and spin: 131.2 kcal/mol
Structure (SMILES): C=CN(O)/C=N\N


Entry 4:
Formula: CH3Br3SSi
Source: OMol25
Level of theory: wB97M-V/def2-TZVPD

Last column: natural (NBO) charge in e.
Cartesian coordinates (Å):
C1 -0.82937 -0.46581 0.22220  -1.0189
Si1 0.78249 0.51713 0.56570  1.2981
S1 -2.18962 0.54575 -0.59040  0.0252
Br1 1.62768 1.35693 -1.32722  -0.1974
Br2 2.76770 -2.74304 -0.25968  -0.6045
Br3 0.77111 1.98953 2.18873  -0.1878
H1 -0.47168 -1.18467 -0.48359  0.2697
H2 -1.34692 -1.02103 1.02455  0.2808
H3 -1.11140 1.00519 -1.34029  0.1349

Values from the calculation:
E_LUMO (spin up / spin down): -3.424 / -3.426 eV
HOMO-LUMO gap (spin up / spin down): 0.189 / 0.189 Eh
Total charge: 0
Energy above the lowest of the compared OMol25 structures with the same formula, charge and spin: 90.6 kcal/mol


Entry 5:
Formula: C19H25B3Cl2F2INO3
Source: OMol25
Level of theory: wB97M-V/def2-TZVPD

Last column: natural (NBO) charge in e.
Cartesian coordinates (Å):
C1 0.47905 0.07423 -5.82295  -0.6234
C2 -0.77901 0.30238 -4.91478  -0.1714
Cl1 -1.04275 2.10275 -4.87005  -0.0621
C3 -0.46493 -0.27969 -3.50790  -0.5482
Cl2 -0.01939 -2.04945 -3.61402  -0.0581
B1 -1.59722 -0.01402 -2.39840  1.1966
O1 -2.32791 -1.07467 -1.79298  -0.9049
B2 -2.19121 -0.89041 -0.39433  0.9669
I1 -1.52967 -2.60449 0.80177  -0.0564
O2 -2.49090 0.36469 0.14774  -0.9279
B3 -1.83961 1.41171 -0.56130  1.2154
C4 -1.14350 2.68286 0.09478  -0.8096
C5 0.22215 2.40604 0.80409  -0.3825
C6 0.36325 1.00676 1.45145  -0.4260
C7 -0.65919 0.75225 2.61383  -0.2311
N1 -0.17974 1.40017 3.86436  -0.8215
O3 -1.85790 1.29882 -1.98126  -0.8932
H1 0.40425 -0.91622 -6.28828  0.2334
H2 1.36862 0.09182 -5.18145  0.2117
H3 0.50916 0.82724 -6.62010  0.2287
H4 -1.66330 -0.16664 -5.36276  0.2227
H5 0.44953 0.22048 -3.14514  0.2488
H6 -0.92929 3.37347 -0.74212  0.2478
H7 -1.86868 3.22050 0.73047  0.2473
H8 1.08711 2.59827 0.15089  0.2133
H9 0.31370 3.13762 1.62901  0.2014
H10 1.35860 0.98565 1.93637  0.2051
H11 0.39394 0.17605 0.71685  0.1916
H12 -0.77911 -0.32164 2.81520  0.2010
H13 -1.63939 1.19230 2.38391  0.1987
H14 0.78634 1.12955 4.01087  0.3406
H15 -0.18447 2.39200 3.65784  0.3491
F1 -0.83351 3.62430 5.62849  -0.3276
C8 -1.15110 3.31057 6.89625  0.4014
C9 -1.93044 4.18284 7.63413  -0.2874
C10 -2.26082 3.85434 8.94226  -0.1940
C11 -1.80144 2.66604 9.49790  -0.2315
C12 -1.01572 1.80246 8.74396  -0.1925
C13 -0.69132 2.12218 7.43229  -0.2803
H16 -2.27208 5.10706 7.18602  0.2261
H17 -2.87578 4.52490 9.52801  0.2162
H18 -2.05702 2.41361 10.51924  0.2143
H19 -0.65546 0.87881 9.17769  0.2161
H20 -0.08945 1.45896 6.82544  0.2383
F2 2.11655 -2.73339 -6.80075  -0.3282
C14 2.51896 -3.89788 -6.25913  0.3977
C15 1.81555 -4.42805 -5.19267  -0.2828
C16 2.23226 -5.63266 -4.64144  -0.1902
C17 3.34802 -6.28479 -5.15371  -0.2297
C18 4.04586 -5.73599 -6.22211  -0.1923
C19 3.62732 -4.53712 -6.78359  -0.2862
H21 0.95177 -3.90266 -4.79897  0.2304
H22 1.68688 -6.06245 -3.81148  0.2183
H23 3.67269 -7.22162 -4.71897  0.2154
H24 4.91663 -6.24150 -6.61861  0.2172
H25 4.15313 -4.09833 -7.62182  0.2278

Values from the calculation:
E_LUMO: 0.296 eV
HOMO-LUMO gap: 0.348 Eh
Total charge: 0


These records have molecular weight values of 690.8, 608.7, 101.1, 314.9, 583.7 g/mol, in the order they appear.